C4H19NO4S2 | ωB97M-V/def2-TZVPD

XYZ file:
```
30
Properties=species:S:1:pos:R:3:mulliken_charge:R:1
H -0.2828 0.5709 2.9213 0.36
H 0.6126 4.2595 -1.7941 0.29
C -0.7586 -0.3986 0.9972 0.42
O -0.7518 -1.8750 -2.4612 -0.62
H -3.5441 1.1099 1.0576 0.35
H -1.3040 -1.4348 -3.1154 0.30
H 0.3200 -3.8861 1.3728 0.27
H -3.4243 0.4631 -0.6749 0.30
S 1.8515 -1.4976 0.9245 0.28
H -1.0797 0.3057 -2.2826 0.23
N -1.5996 0.6168 0.2918 -0.19
H -0.0168 -1.2447 -2.4634 0.38
H 1.1943 0.7008 0.5065 0.45
H 0.6466 -0.3109 -0.7092 0.21
H -0.7904 1.7409 -2.6605 0.31
H -1.3402 1.5373 0.6291 0.22
H -0.6567 4.9893 0.9697 0.28
C 0.6099 -0.2241 0.3751 -0.68
H -1.0914 -1.3571 0.5966 0.38
H 0.6366 4.7769 1.6211 0.29
C -0.9139 -0.2292 2.4891 -1.42
O 0.2388 4.7305 0.7348 -0.57
H -1.9012 0.1196 2.7656 0.38
H 1.8350 4.1780 -0.8026 0.31
C -3.0430 0.4294 0.3464 -1.02
O 1.4794 3.9056 -1.6506 -0.61
H -3.3311 -0.5415 0.7437 0.36
S 0.9040 -3.2238 0.3296 -0.01
H -0.7088 -1.1312 3.0757 0.38
O -0.4824 0.8436 -2.8015 -0.63
```

Properties
**Net charge**: +1
**Lowest unoccupied orbital energy (spin up / spin down)**: -0.1672 / -0.3141 hartree
**Expectation value of S²**: 0.7551
**HOMO-LUMO gap (spin up / spin down)**: 8.16 / 4.08 eV
**Multiplicity**: 2

=====

C4H19NO5 | ωB97M-V/def2-TZVPD

XYZ file:
```
29
Properties=species:S:1:pos:R:3:mulliken_charge:R:1
H 15.5169 7.8753 -20.0126 0.27
H 13.4049 7.7945 -20.5551 0.41
O 10.3065 6.6627 -20.8102 -0.68
H 14.1933 9.6111 -20.7529 0.37
H 17.6443 2.9795 -20.3620 0.29
C 17.4836 3.5164 -21.3083 -0.70
H 15.0016 6.6118 -19.1419 0.20
H 15.0685 7.2530 -22.7012 0.39
O 10.7520 10.2667 -19.2134 -0.63
H 16.3532 6.1056 -23.0773 0.34
H 11.8754 7.8354 -20.8077 0.38
H 15.2562 10.6373 -21.1554 0.31
O 12.6483 8.4049 -20.6932 -0.74
H 9.3747 6.8838 -20.8992 0.32
H 17.6543 6.5082 -20.0938 0.34
C 17.0598 5.6328 -20.3690 -0.66
H 16.4268 3.3931 -21.5746 0.29
C 15.9851 6.7987 -22.3228 -1.41
C 15.7455 6.0909 -21.0018 0.37
H 11.3477 10.9495 -19.5332 0.29
H 15.1057 5.2142 -21.1441 0.20
O 17.8649 4.8631 -21.2292 -0.35
H 16.8296 5.0832 -19.4436 0.40
H 16.7298 7.5868 -22.1871 0.34
H 11.0263 9.4830 -19.7040 0.35
H 10.5174 6.1380 -21.5889 0.32
N 15.0030 6.9949 -20.0838 -0.65
O 15.0447 9.9840 -20.4838 -0.63
H 18.1036 3.0434 -22.0674 0.26
```

Properties
**Lowest unoccupied orbital energy**: 0.0160 hartree
**Structure (SMILES)**: COC[C@H](C)N.O.O.O.O
**ΔE to the lowest compared entry with this formula, charge and spin**: 10.1 kcal/mol
**HOMO-LUMO gap**: 9.97 eV

=====

C4H19NO6 | ωB97M-V/def2-TZVPD

XYZ file:
```
30
Properties=species:S:1:pos:R:3:mulliken_charge:R:1
H 1.1931 -1.4798 1.7504 0.30
O -3.1502 -0.7466 1.3681 -0.68
H 2.8127 -0.6982 -1.7904 0.31
C 0.0133 -0.5735 -0.5620 -0.16
H -3.4793 0.0254 0.8759 0.42
H 2.4158 -2.0611 0.8834 0.43
H 0.6974 -2.5257 -1.1039 0.37
H -3.3735 1.0577 -1.2321 0.31
H -1.1494 1.3264 2.8762 0.29
H -2.8553 -1.3712 0.6991 0.28
O -3.6339 1.5015 -0.4191 -0.68
O 3.3306 -1.3104 -1.2613 -0.59
H -2.8538 1.9627 -0.0873 0.35
H 1.3654 1.3655 3.0937 0.31
H -1.4863 0.1108 2.0080 0.32
H 1.8863 1.9993 -0.1129 0.24
H 0.7580 -0.2221 -3.1806 0.28
C 0.5404 -1.8241 -0.3027 0.03
N -0.6843 -0.3110 -1.6740 -0.04
C 1.3370 -2.1468 0.9006 -1.15
H -0.0110 0.2256 0.1706 0.50
H 2.9720 -1.1123 -0.3920 0.29
O -0.9985 0.9588 1.9980 -0.61
O 1.8969 1.9589 2.5503 -0.61
H 0.9240 -3.0946 1.2498 0.37
H 1.2299 2.3827 1.9996 0.30
H -1.0522 -0.0759 -3.6200 0.29
C -0.2826 -0.2111 -2.8646 -0.24
O 1.7681 1.5041 -0.9224 -0.51
H 1.7155 2.1998 -1.5894 0.29
```

Properties
**Net charge**: +1
**Lowest unoccupied orbital energy (spin up / spin down)**: -0.1681 / -0.2809 hartree
**ΔE to the lowest compared entry with this formula, charge and spin**: 5.0 kcal/mol
**Expectation value of S²**: 0.7617
**HOMO-LUMO gap (spin up / spin down)**: 10.06 / 7.00 eV
**Multiplicity**: 2

=====

C4H19NO8S | ωB97M-V/def2-TZVPD

XYZ file:
```
33
Properties=species:S:1:pos:R:3:mulliken_charge:R:1
C 1.8846 -0.1377 0.0471 0.41
H -0.2042 2.3703 2.6713 0.32
H 0.6767 1.4821 0.4053 0.08
H -1.2483 0.1196 -4.0267 0.28
H 0.7713 -1.9388 0.1263 0.08
O -1.9157 -1.3845 3.2664 -0.70
O -1.1492 1.1435 -1.1947 -0.98
H 2.4328 -2.0713 -0.7114 0.22
N 0.6424 0.5205 0.0696 0.22
H 2.2004 -2.0639 1.0409 0.50
H -1.6954 -0.5382 3.0825 0.29
C 1.8736 -1.6994 0.1353 -0.99
H 2.3967 0.1499 2.2647 0.15
C -0.4291 0.1799 -0.9185 0.52
O -0.4282 -1.0278 -1.3373 -0.86
S 3.1213 2.2311 1.1619 -0.67
H -0.8749 -1.7372 0.0999 0.31
O -1.4875 -2.2367 0.7643 -0.89
H 3.7999 -0.0087 1.0900 0.37
O -1.7157 0.9259 -3.9052 -0.71
H -1.2891 1.1911 -3.0389 0.42
H -2.3864 -2.1073 0.4483 0.32
O -2.7842 -1.7836 -1.8587 -0.68
H -1.8310 -1.8420 2.4291 0.47
C 2.8091 0.3758 1.1764 -1.06
H -1.9459 -1.4347 -1.7240 0.44
H 0.3891 1.0573 3.0463 0.31
H 2.3930 0.1956 -0.9554 0.15
O -0.2758 3.5344 -1.6225 -0.70
H -3.1038 -1.5002 -2.7210 0.28
O -0.1421 1.7849 3.3947 -0.66
H 0.2431 3.4719 -0.7958 0.29
H -0.7276 2.7780 -1.9100 0.46
```

Properties
**Net charge**: -2
**Lowest unoccupied orbital energy**: 0.1975 hartree
**ΔE to the lowest compared entry with this formula, charge and spin**: 34.0 kcal/mol
**HOMO-LUMO gap**: 5.97 eV

=====

C4H19O9 | ωB97M-V/def2-TZVPD

XYZ file:
```
32
Properties=species:S:1:pos:R:3:mulliken_charge:R:1
C -0.5402 2.5854 -0.1426 -0.84
C 0.4609 1.4774 -0.4262 0.22
O 0.5473 -2.2864 -1.0509 -0.90
H -2.7631 -0.4056 -0.2129 0.33
H 1.5434 1.9424 1.3899 0.27
O -2.3791 -0.1420 2.4513 -0.69
H -1.6555 1.5215 1.1384 0.37
H 1.1182 1.8352 -1.2252 0.35
H 2.7532 -1.8221 0.8936 0.31
H -1.6783 -0.2735 -2.3374 0.40
O 1.2832 -0.5673 -3.1517 -0.74
H 1.0598 -1.1921 -2.4267 0.44
H 2.0817 -0.1105 -2.8801 0.30
O 0.6608 0.2396 2.9382 -0.73
O -1.2909 2.4168 1.0610 -0.54
H -0.3393 -2.4340 -1.4282 0.35
H -1.2266 2.6966 -0.9887 0.31
C 0.6024 0.0624 1.7242 0.46
H -1.9220 0.2932 3.1899 0.33
O -0.0084 -0.9499 1.1789 -1.13
H 2.2152 0.5879 0.4698 0.35
H -0.4719 -0.0293 -3.2554 0.41
O 3.2609 -1.9326 0.0815 -0.69
H -0.0673 0.6193 -0.8388 -0.11
O -2.0814 -0.9527 -0.6219 -0.69
C 1.2847 1.0658 0.7921 -0.39
H -0.0141 3.5262 0.0191 0.40
H -1.3669 -0.9169 0.0517 0.41
H 0.3665 -1.7322 -0.2441 0.45
H 2.5673 -2.0825 -0.5957 0.39
H -1.6610 -0.7068 2.1053 0.32
O -1.4316 0.0925 -3.2122 -0.70
```

Properties
**Net charge**: -1
**Lowest unoccupied orbital energy**: 0.1179 hartree
**ΔE to the lowest compared entry with this formula, charge and spin**: 0.0 kcal/mol
**HOMO-LUMO gap**: 9.32 eV

=====

C4H2 | ωB97M-V/def2-TZVPD

XYZ file:
```
6
Properties=species:S:1:pos:R:3:mulliken_charge:R:1
H -0.0851 1.8634 1.4590 0.35
C -0.4338 -1.1544 -0.8994 -0.08
C 0.4275 1.1605 0.8518 -0.17
C 0.8172 0.1613 0.3032 0.04
C 0.6856 -1.0410 -0.4276 -0.50
H -1.4113 -0.9898 -1.2870 0.37
```

Properties
**Lowest unoccupied orbital energy**: 0.0058 hartree
**Structure (SMILES)**: C#CC#C
**ΔE to the lowest compared entry with this formula, charge and spin**: 48.1 kcal/mol
**HOMO-LUMO gap**: 9.51 eV

=====

C4H20FN9O4 | ωB97M-V/def2-TZVPD

XYZ file:
```
38
Properties=species:S:1:pos:R:3:mulliken_charge:R:1
F -26.3773 5.3123 -4.1401 -0.97
H -26.1084 9.3031 -5.0193 0.21
H -27.7231 3.9538 -7.5313 0.19
C -27.9873 3.0544 -9.1759 0.59
C -25.6786 -0.4194 -2.0129 0.67
N -28.1252 10.3890 -5.6818 -0.37
H -30.7917 4.2177 -1.5999 0.38
C -27.0058 10.7043 -6.1630 0.60
N -28.5024 3.7524 -8.1415 -0.43
N -25.1919 -1.5771 -1.9944 -0.48
C -21.5457 4.1161 -6.5617 0.71
H -25.0571 -2.0483 -2.8775 0.23
H -29.8122 2.9807 -1.4130 0.36
O -28.5861 2.8513 -10.1755 -0.60
H -21.9046 2.3545 -5.8447 0.20
H -29.8278 4.3169 -0.4113 0.37
H -22.9256 5.3944 -5.9270 0.16
N -26.0528 10.2198 -5.4397 -0.42
H -23.0123 3.6650 -5.3849 0.19
H -21.8323 5.9567 -7.1576 0.20
H -28.2071 9.6989 -4.9489 0.18
N -29.8359 3.9893 -1.3667 -0.51
H -27.1016 -0.8365 -3.5459 0.20
N -26.4472 -0.2273 -3.0761 -0.45
O -25.0412 0.4692 -1.4140 -0.67
H -26.1138 3.0973 -8.2613 0.17
H -25.0579 10.3817 -5.5032 0.21
H -26.4725 0.7441 -3.3515 0.24
H -28.9133 10.9218 -6.0209 0.21
H -26.2771 1.9434 -9.3977 0.20
N -22.1323 5.2253 -6.5289 -0.38
N -22.1681 3.3294 -5.8263 -0.36
H -29.4173 4.1353 -8.3322 0.24
H -24.4060 -1.5273 -1.3619 0.26
N -26.7492 2.7137 -8.9463 -0.36
H -29.1083 4.4144 -1.9234 0.36
O -20.5834 3.8889 -7.3074 -0.72
O -26.9267 11.4865 -7.0290 -0.62
```

Properties
**Lowest unoccupied orbital energy**: -0.0817 hartree
**ΔE to the lowest compared entry with this formula, charge and spin**: 207.2 kcal/mol
**HOMO-LUMO gap**: 5.23 eV

=====

C4H20NO5 | ωB97M-V/def2-TZVPD

XYZ file:
```
30
Properties=species:S:1:pos:R:3:mulliken_charge:R:1
H 2.1321 2.6523 2.4070 0.31
C -1.1545 -1.6314 0.5011 -0.23
H 0.9849 2.6951 -0.8936 0.29
H 1.2695 0.4178 1.1838 0.25
H -2.9706 1.0175 -3.5879 0.31
H -1.2026 -0.7125 -2.5428 0.34
H 0.6610 -1.8563 1.7149 0.47
O 2.2686 1.7096 2.2600 -0.64
O 0.3991 1.9811 -1.1674 -0.62
H -1.5246 -2.5487 1.0190 0.38
H -1.4537 -1.6561 -0.5557 0.23
H -0.2060 2.3067 -1.8471 0.30
O -2.1827 1.4287 -3.2038 -0.65
C -0.7405 0.6039 1.6686 -0.50
H -1.4088 -1.7213 -3.5984 0.35
H -2.0348 -1.0415 2.3299 0.33
O -1.2461 -1.6830 -2.6397 -0.58
H -0.5595 0.5035 2.7306 0.41
N 0.3626 0.1600 0.8175 0.09
H 3.2187 1.5549 2.2372 0.29
H 0.2758 0.5796 -0.1360 0.40
H -1.2350 1.4582 1.2682 0.37
O 3.4956 -1.3401 0.2444 -0.59
C 0.3093 -1.3196 0.8309 -0.58
H 4.1008 -0.8393 0.7913 0.29
H -1.7887 1.7950 -4.0093 0.35
H 0.9556 -1.7674 0.0666 0.34
C -1.8726 -0.5920 1.3184 -0.40
H 3.9617 -2.0257 -0.2412 0.31
H -2.8146 -0.1289 1.0334 0.40
```

Properties
**Net charge**: +2
**Lowest unoccupied orbital energy (spin up / spin down)**: -0.2225 / -0.5207 hartree
**ΔE to the lowest compared entry with this formula, charge and spin**: 17.4 kcal/mol
**Expectation value of S²**: 0.7533
**HOMO-LUMO gap (spin up / spin down)**: 11.70 / 3.59 eV
**Multiplicity**: 2

=====

C4H20NO7V | ωB97M-V/def2-TZVPD

XYZ file:
```
33
Properties=species:S:1:pos:R:3:mulliken_charge:R:1
H 0.9909 -10.1352 -4.7141 0.22
H -0.6169 -9.7273 -1.2329 0.22
O -1.0522 -9.7669 -2.0881 -0.27
O -0.7250 -7.0506 -5.3241 -0.77
H 1.3479 -10.7495 -2.3271 0.35
H 4.0229 -9.7347 -4.6136 0.34
V -1.0733 -8.4615 -3.8762 0.44
H 5.2959 -7.3668 -5.2810 0.32
H 0.1798 -7.0091 -5.6392 0.12
H -1.0362 -11.2046 -5.0236 0.31
H 1.2528 -8.5940 -5.0953 0.20
N 1.0284 -9.1957 -4.3048 0.07
O -0.3780 -11.9669 -4.8893 -0.68
H 2.9875 -10.1192 -1.7241 0.42
O -2.1615 -9.6640 -5.2228 -0.82
O -2.9977 -7.5438 -3.4982 -0.78
H 4.2014 -8.3088 -3.5016 0.40
H 4.2478 -6.4966 -6.2919 0.27
H -1.5468 -10.6009 -2.0945 0.24
H -3.7594 -7.6164 -2.9354 0.08
O 3.2654 -7.9036 -5.2152 -0.30
H -0.5889 -6.0719 -2.7232 0.27
C 3.5392 -8.8571 -4.1782 -0.81
O -0.2555 -6.9404 -2.4447 -0.34
H -2.0253 -10.2669 -5.9460 0.11
H 0.3760 -6.7731 -1.7403 0.21
H -0.2398 -12.3353 -5.7679 0.30
H 4.7063 -8.1389 -6.7476 0.29
H 2.1102 -8.2716 -2.7749 0.11
C 2.3546 -10.4213 -2.5581 -1.54
C 2.2029 -9.1446 -3.4290 0.52
H 2.9426 -11.1298 -3.1419 0.37
C 4.4008 -7.5099 -5.9068 -0.85
```

Properties
**Net charge**: -1
**Lowest unoccupied orbital energy (spin up / spin down)**: 0.0979 / 0.0945 hartree
**Expectation value of S²**: 3.7550
**HOMO-LUMO gap (spin up / spin down)**: 3.88 / 5.65 eV
**Multiplicity**: 4

=====

C4H20O10 | ωB97M-V/def2-TZVPD

XYZ file:
```
34
Properties=species:S:1:pos:R:3:mulliken_charge:R:1
H 0.9304 1.1858 -3.0196 0.42
O -1.5211 -2.1960 1.0191 -0.85
O 3.0266 2.8067 -1.0822 -0.76
O -2.7569 0.8191 -0.6178 -0.77
O 0.6113 -3.7601 1.3804 -0.70
C -0.2008 0.7537 1.7596 -0.58
H -0.3343 -0.7005 -3.2083 0.39
O 2.3712 0.8386 -1.9028 -0.89
H -0.1855 -3.2169 1.3586 0.48
O 1.9725 -1.6615 -1.4058 -0.79
H -2.2964 0.6964 3.0295 0.40
C 1.9322 1.3382 0.4436 -0.66
H -0.5328 1.3760 -2.7110 0.35
C 0.4156 1.1031 0.4071 0.34
H -1.5650 -2.0886 0.0625 0.29
H 1.6273 -1.5849 -0.4693 0.25
O 0.0275 1.1522 -3.4000 -0.78
H 1.0015 -3.5965 0.5098 0.29
H -3.3109 1.8679 3.3227 0.26
H -2.3692 0.6710 0.2798 0.35
C 2.4992 1.7042 -0.9461 0.42
H 2.4559 0.4358 0.8168 0.33
H 2.1483 2.1437 1.1045 0.40
O -1.5554 0.2791 1.7007 -0.93
H 0.4571 -1.7845 -2.4195 0.40
H 0.4425 -0.0124 2.2648 0.21
H -1.5255 -1.2360 1.3588 0.37
H 0.1759 0.3148 -0.2787 -0.16
H 2.1678 -0.7137 -1.6220 0.52
O -2.8314 1.1240 3.7811 -0.73
H -0.1112 1.9745 0.0009 0.31
H -0.1741 1.6725 2.3728 0.25
H -2.5823 -0.0628 -1.0689 0.30
O -0.4097 -1.6430 -2.8214 -0.73
```

Properties
**Net charge**: -2
**Lowest unoccupied orbital energy**: 0.2113 hartree
**HOMO-LUMO gap**: 8.48 eV

=====

C4H20O7 | ωB97M-V/def2-TZVPD

XYZ file:
```
31
Properties=species:S:1:pos:R:3:mulliken_charge:R:1
H 8.1001 4.1720 11.3389 0.30
H 6.6092 9.5301 9.8956 0.33
H 4.7924 1.7306 9.4878 0.40
H 7.0244 6.6151 9.3092 0.15
C 6.4678 7.5207 9.0296 -0.16
H 6.6147 7.8238 7.9851 0.36
H 4.6032 3.4993 7.9478 0.48
C 7.3477 3.4555 11.0275 -0.55
H 5.5051 6.8840 12.0980 0.31
H 8.1492 8.7567 9.5255 0.35
O 4.8944 6.1861 11.8246 -0.76
H 5.4290 3.0946 11.3198 0.30
O 4.9656 2.5526 7.8403 -0.70
O 6.0804 3.8533 11.5506 -0.61
H 4.3626 5.8439 8.2610 0.37
H 7.2179 3.4601 9.9209 0.16
H 1.9752 5.9559 8.4121 0.27
H 7.6190 2.4911 11.3570 0.29
O 7.2962 8.0104 11.2262 -0.49
O 5.1047 7.4369 9.2841 -0.62
C 7.1409 8.5820 9.8710 -0.55
H 2.0343 4.1519 8.6483 0.27
H 7.7162 8.5812 11.8233 0.24
H 4.8447 7.2081 10.2450 0.40
C 2.5433 5.1402 8.8423 -0.67
H 5.4778 5.3813 11.7356 0.56
O 4.8802 1.4174 10.4104 -0.69
H 2.5978 5.3312 9.8656 0.28
O 3.7995 5.0532 8.1261 -0.60
H 5.6589 2.5670 7.1961 0.29
H 4.0196 1.1334 10.7322 0.31
```

Properties
**Lowest unoccupied orbital energy**: 0.0234 hartree
**Structure (SMILES)**: OCCO.CO.CO.O.O.O
**ΔE to the lowest compared entry with this formula, charge and spin**: 23.1 kcal/mol
**HOMO-LUMO gap**: 10.88 eV

=====

C4H21N3O6 | ωB97M-V/def2-TZVPD

XYZ file:
```
34
Properties=species:S:1:pos:R:3:mulliken_charge:R:1
H 2.5589 1.3874 2.6275 0.34
H -2.4363 2.7137 1.0392 0.25
H 1.4939 -2.6605 1.9307 0.23
H 0.2578 3.3768 -1.0257 0.29
C 0.6183 -0.9617 1.2935 0.51
O 2.7597 2.0889 1.9466 -0.62
C -0.0727 2.9374 -0.0274 -1.05
H -0.7283 -0.8597 -0.3529 0.10
C -1.0100 0.7222 1.0549 -0.83
H -0.0234 -0.5192 -3.7821 0.29
N 1.1819 -2.2419 1.0465 -0.49
H -2.0699 0.4590 1.4046 0.19
C -1.1947 1.7974 -0.1272 0.44
H 2.7703 -1.2607 -0.1132 0.38
H -0.3820 1.1851 1.8543 0.45
H 0.8304 -3.0593 0.4299 0.29
H -0.3227 3.7297 0.6807 0.31
H -1.1836 1.3308 -1.1857 0.20
O -0.3285 -0.9038 -2.9617 -0.53
O 0.0558 -3.4895 -0.8989 -0.69
H -2.8751 2.8847 -0.5974 0.22
O 3.6082 -0.8191 -0.5615 -0.70
O -2.4625 -1.9452 -1.0681 -0.63
N -2.5069 2.2751 0.0823 -0.65
H 0.3864 -2.9403 -1.5095 0.30
H -0.9032 -3.2827 -0.9022 0.38
H 1.8894 2.3765 1.8630 0.31
H 4.3326 -1.0755 0.0419 0.30
H 0.8323 2.3890 0.3133 0.05
N -0.3440 -0.4428 0.4041 0.22
H -2.5552 -1.5915 -2.0265 0.32
H -3.2777 -2.4254 -0.9946 0.27
H 0.1296 -0.5920 -2.3068 0.23
O 0.9713 -0.5828 2.4283 -0.70
```

Properties
**Lowest unoccupied orbital energy**: 0.0016 hartree
**Structure (SMILES)**: C[C@H](N)CNC(N)=O.O.O.O.O.O
**ΔE to the lowest compared entry with this formula, charge and spin**: 84.8 kcal/mol
**HOMO-LUMO gap**: 9.20 eV

=====

Which total energy belongs to each record? In order, -1315.5248; -594.7447; -669.6324; -1218.7162; -841.1133; -153.4044; -1057.9064; -594.5928; -1689.8290; -916.9197; -691.0406; -780.6474 a.u..